{
  "formula": "C62H100N14",
  "method": "ωB97M-V with the def2-TZVPD basis set",
  "homo_lumo_gap_ev": 8.17,
  "de_lowest_kcal_mol": 67.4,
  "lumo_ev": 0.40,
  "homo_energy_ev": -7.8,
  "species": ["N", "C", "C", "C", "C", "H", "H", "H", "H", "H", "N", "C", "C", "C", "C", "H", "H", "H", "H", "H", "N", "C", "C", "C", "C", "H", "H", "H", "H", "H", "N", "C", "C", "C", "C", "H", "H", "H", "H", "H", "N", "C", "C", "C", "C", "H", "H", "H", "H", "H", "N", "C", "C", "C", "C", "H", "H", "H", "H", "H", "N", "C", "C", "C", "C", "H", "H", "H", "H", "H", "N", "C", "C", "C", "C", "H", "H", "H", "H", "H", "N", "C", "C", "C", "C", "H", "H", "H", "H", "H", "N", "C", "C", "C", "C", "H", "H", "H", "H", "H", "N", "C", "C", "C", "C", "H", "H", "H", "H", "H", "C", "C", "N", "C", "C", "C", "C", "H", "H", "H", "H", "H", "H", "H", "H", "H", "H", "H", "H", "H", "H", "H", "C", "C", "N", "C", "C", "C", "C", "H", "H", "H", "H", "H", "H", "H", "H", "H", "H", "H", "H", "H", "H", "H", "C", "C", "N", "C", "C", "C", "C", "H", "H", "H", "H", "H", "H", "H", "H", "H", "H", "H", "H", "H", "H", "H"],
  "positions_angstrom": [[-0.905279, 4.930349, 3.456368], [-2.201255, 5.310646, 3.320472], [-3.093642, 4.327966, 3.610508], [-2.271452, 3.281267, 4.018220], [-1.015345, 3.596329, 3.798288], [-0.091315, 5.526857, 3.414682], [-2.368424, 6.246595, 2.808170], [-4.169578, 4.407819, 3.561630], [-2.628062, 2.375283, 4.485589], [-0.184215, 2.931713, 3.982455], [-4.259563, 3.541388, -3.962053], [-3.662625, 2.828859, -2.952622], [-4.488153, 1.831026, -2.592417], [-5.628181, 1.902459, -3.445548], [-5.438829, 2.959203, -4.271026], [-3.939742, 4.354168, -4.469207], [-2.691582, 3.110108, -2.572639], [-4.285759, 1.011213, -1.919106], [-6.447290, 1.202790, -3.368619], [-6.083641, 3.229645, -5.094122], [-0.218466, -5.851928, -2.022527], [-0.058631, -4.522187, -2.347564], [0.589269, -4.482386, -3.639714], [0.886571, -5.795890, -3.982289], [0.295237, -6.604085, -3.014977], [-0.570343, -6.208342, -1.145454], [-0.465234, -3.737528, -1.726768], [0.819269, -3.639618, -4.274731], [1.373229, -6.099645, -4.897329], [0.333075, -7.681453, -2.949732], [0.453706, -0.708162, 5.341016], [0.169684, -1.958585, 4.845452], [-0.793526, -2.581021, 5.630145], [-1.100930, -1.649241, 6.629130], [-0.413587, -0.459561, 6.417240], [1.198385, -0.097418, 5.036792], [0.729123, -2.428826, 4.050286], [-1.167767, -3.593229, 5.672305], [-1.745300, -1.735767, 7.491514], [-0.385958, 0.542461, 6.819221], [2.583339, -1.429292, -4.927538], [2.153813, -1.784121, -6.169821], [2.963129, -2.800239, -6.600429], [3.939813, -3.039090, -5.587741], [3.610254, -2.220817, -4.599433], [2.132184, -0.709789, -4.380849], [1.330388, -1.322318, -6.694333], [2.745612, -3.450158, -7.435104], [4.681268, -3.823014, -5.541997], [3.940497, -2.312892, -3.575300], [-3.188060, 0.398881, -5.367766], [-3.832511, -0.399881, -6.222821], [-3.064839, -1.562135, -6.353573], [-1.900648, -1.410216, -5.596306], [-1.967891, -0.192086, -5.008348], [-3.534317, 1.281330, -5.019209], [-4.815398, -0.191307, -6.618835], [-3.369394, -2.495754, -6.803034], [-1.043271, -2.063605, -5.529933], [-1.308342, 0.406285, -4.397324], [-1.400368, 6.247878, -0.649891], [-1.992866, 7.267189, 0.039662], [-3.050782, 7.656439, -0.674436], [-3.305248, 6.658038, -1.607203], [-2.216557, 5.870233, -1.657922], [-0.516623, 5.773604, -0.530873], [-1.572411, 7.604248, 0.975615], [-3.792636, 8.405596, -0.440296], [-4.112950, 6.489368, -2.304033], [-1.879510, 5.220971, -2.452447], [-0.526560, -5.216846, 2.250977], [-0.040414, -6.481943, 2.462964], [1.305970, -6.312154, 2.892412], [1.708372, -4.979495, 2.615909], [0.518983, -4.373255, 2.195279], [-1.490190, -4.937662, 2.134455], [-0.660274, -7.365853, 2.492233], [1.909015, -7.127593, 3.263618], [2.677537, -4.553040, 2.828642], [0.231847, -3.332336, 2.174270], [1.248215, 3.487793, -0.853335], [1.769731, 3.723132, -2.085807], [2.142713, 5.011076, -2.181449], [1.807167, 5.649444, -0.959986], [1.276679, 4.651636, -0.126949], [0.873303, 2.586207, -0.595093], [1.838527, 2.971647, -2.858420], [2.484531, 5.528482, -3.065674], [2.071333, 6.677535, -0.760871], [0.883333, 4.568489, 0.875432], [4.193769, 1.806527, 3.102646], [3.854577, 3.089820, 3.542218], [3.295585, 2.991575, 4.781283], [3.209776, 1.672498, 5.175044], [3.740943, 0.880910, 4.111979], [4.657694, 1.467362, 2.272077], [4.067667, 3.934082, 2.903289], [2.940617, 3.846409, 5.337743], [2.998539, 1.250756, 6.146601], [3.949855, -0.169856, 3.975394], [-7.186129, 1.172079, 2.069956], [-6.187434, 2.056954, 2.119427], [-5.065012, 1.457945, 2.673542], [-5.370355, 0.162764, 3.061155], [-6.692048, 0.019826, 2.607991], [-8.174686, 1.235041, 1.872766], [-6.379487, 3.072790, 1.807024], [-4.108954, 1.960106, 2.687235], [-4.624207, -0.366566, 3.635142], [-7.270435, -0.888054, 2.695369], [2.100668, -0.566648, 1.552399], [1.945169, 0.465960, 0.354777], [0.565532, 0.742077, -0.145640], [-0.104840, -0.411953, -0.769729], [0.607871, -0.786841, -2.111657], [-0.267457, 1.283904, 0.921525], [-1.499982, 2.074480, 0.469846], [1.820474, -0.087096, 2.490282], [3.125507, -0.927886, 1.637938], [1.500707, -1.467832, 1.425839], [2.404005, 1.442946, 0.506676], [2.388521, 0.060058, -0.554500], [-0.078045, -1.253201, -0.077141], [-1.165882, -0.272835, -0.976963], [0.753266, 0.057902, -2.784991], [1.612623, -1.203268, -2.039865], [-0.050707, -1.379834, -2.746271], [0.251502, 2.021547, 1.533633], [-0.553788, 0.472364, 1.590487], [-2.087831, 1.496421, -0.243155], [-1.116820, 2.969841, -0.019671], [-2.195815, 2.113445, 1.307936], [-3.799029, -4.964425, 4.146125], [-4.076615, -4.852934, 2.649829], [-3.174191, -3.925890, 1.972911], [-3.285112, -2.601862, 2.609476], [-2.260225, -1.553097, 2.241595], [-3.472579, -3.784306, 0.530381], [-3.101795, -5.026231, -0.275719], [-3.902318, -5.950700, 4.598567], [-4.499655, -4.397752, 4.759410], [-2.812649, -4.531989, 4.313882], [-4.048573, -5.861351, 2.237001], [-5.054314, -4.437318, 2.405969], [-4.246596, -2.156611, 2.353729], [-3.310613, -2.567215, 3.698626], [-2.438126, -1.104070, 1.264447], [-2.329681, -0.849337, 3.071049], [-1.240855, -1.932563, 2.170855], [-2.975256, -2.993559, -0.031298], [-4.536916, -3.562920, 0.451135], [-2.091191, -5.286858, 0.038693], [-3.154910, -4.940024, -1.361011], [-3.699936, -5.852336, 0.108830], [7.318051, -1.263459, -0.247467], [7.772732, -0.497968, -1.548866], [7.042537, 0.744870, -1.842155], [5.626148, 0.576172, -2.008602], [4.926154, 1.720337, -2.753895], [7.429489, 1.924822, -1.146253], [8.841342, 2.409785, -1.247791], [8.038775, -2.075205, -0.148878], [6.285384, -1.579625, -0.394915], [7.260760, -0.683978, 0.673958], [8.856377, -0.410090, -1.470753], [7.746136, -1.263351, -2.324487], [4.999630, 0.392176, -1.135836], [5.281881, -0.346405, -2.475958], [4.032366, 1.326316, -3.237628], [5.549754, 2.004990, -3.601361], [4.686866, 2.608892, -2.169689], [6.801776, 2.701214, -1.583632], [7.220578, 1.734020, -0.093621], [9.553368, 1.718659, -0.796722], [9.174185, 2.657575, -2.255718], [8.942533, 3.375201, -0.751973]],
  "forces_ev_per_a": [[-0.7, -1.5, -0.2], [-0.7, 2.7, -1.5], [0.1, 1.3, 0.2], [-2.5, -2.3, 0.5], [3.9, -0.2, 1.0], [-0.3, -0.4, -0.2], [-0.3, 0.2, 0.4], [0.2, -0.1, 0.0], [0.2, -0.3, -0.3], [0.3, 0.4, 0.1], [0.3, 0.5, -0.7], [1.3, 1.1, 0.1], [-0.6, -1.1, -0.1], [0.1, -0.8, 1.0], [-1.4, -0.4, -0.6], [0.3, -0.2, 0.4], [-0.1, 0.0, 0.0], [0.0, 0.3, 0.2], [-0.1, 0.2, -0.4], [0.2, 0.5, 0.1], [0.1, 1.1, -0.3], [0.7, 0.1, -2.1], [-0.9, 0.6, 2.6], [-1.1, -0.8, 0.3], [1.4, -1.0, -0.8], [0.1, 0.1, -0.3], [0.1, -0.1, 0.0], [0.0, 0.3, 0.4], [-0.1, -0.2, 0.2], [-0.1, 0.1, 0.1], [-1.5, -0.6, 0.3], [0.3, -0.9, 0.1], [0.8, 0.7, 0.2], [-0.5, 2.1, 1.1], [1.3, -1.0, -1.2], [-0.2, 0.0, -0.2], [0.1, 0.3, 0.0], [0.3, 0.0, -0.6], [-0.3, -0.3, -0.2], [-0.2, -0.3, 0.5], [-1.4, 1.0, -0.4], [-0.1, -0.3, -0.9], [-0.1, -0.5, -0.4], [-0.4, -1.4, -1.7], [1.1, 0.5, 3.3], [0.4, -0.3, 0.1], [0.0, 0.1, 0.3], [0.3, 0.4, -0.3], [-0.1, 0.1, -0.1], [0.2, 0.5, 0.0], [1.5, 0.4, 0.5], [-0.1, -2.0, -0.3], [-1.3, 0.0, -0.4], [0.8, 0.0, 0.1], [-1.1, 1.9, 0.5], [0.1, -0.1, 0.0], [0.1, 0.1, 0.1], [0.0, 0.3, -0.4], [-0.2, -0.2, 0.0], [0.1, -0.3, 0.0], [0.4, -0.9, 0.1], [2.6, 0.1, 0.7], [-3.3, 0.6, 0.9], [-0.7, -0.2, -2.4], [0.8, -0.6, -0.5], [0.1, 0.4, 0.5], [0.0, 0.3, -0.3], [0.3, 0.1, 0.3], [-0.2, 0.6, 0.1], [-0.1, -0.3, 0.4], [1.0, -1.7, -1.0], [1.4, 0.6, 2.1], [-1.0, -1.0, -1.5], [-1.8, -0.5, 0.2], [0.5, 1.7, 1.2], [-0.4, 0.4, -0.3], [0.0, 0.2, 0.1], [0.1, 0.1, -0.2], [-0.2, 0.2, -0.2], [0.5, 0.1, -0.4], [0.4, 0.7, -0.5], [-0.1, -1.3, -0.6], [-0.2, 1.5, -0.1], [0.3, -0.8, 0.8], [0.2, 0.0, -0.6], [-0.1, -0.4, 0.1], [-0.1, -0.2, 0.3], [0.2, -0.2, 0.1], [-0.4, -0.1, 0.4], [0.2, 0.6, 0.1], [-1.7, -1.2, 2.7], [0.9, -1.2, -1.3], [-0.4, 1.8, -0.1], [1.3, -3.2, -1.5], [0.6, 2.9, -0.2], [-0.2, 0.6, 0.0], [-0.1, 0.0, 0.2], [0.1, 0.0, 0.1], [-0.4, 0.2, -0.1], [-0.1, 0.1, 0.3], [0.1, -2.3, 0.8], [0.9, 1.8, -0.2], [0.0, 2.3, -0.8], [-1.3, 0.8, -0.9], [0.6, -2.4, 1.5], [0.4, 0.5, -0.2], [0.4, 0.0, -0.1], [-0.1, 0.0, 0.3], [-0.7, -0.8, -0.2], [-0.4, 0.2, -0.1], [-0.3, 1.1, -0.8], [-0.8, -1.4, -0.8], [-0.4, 0.6, 0.7], [1.6, -0.3, -1.0], [-0.6, 0.4, -0.2], [-0.8, 0.1, 0.5], [0.2, -1.6, -0.5], [0.0, -0.1, 0.0], [0.1, 0.2, -0.1], [-0.2, 0.1, -0.2], [0.1, -0.1, 0.5], [0.7, -0.1, 0.3], [0.1, -0.4, 0.0], [0.1, 0.7, 0.1], [-0.1, 0.8, 0.4], [-0.3, -0.5, 0.3], [0.1, -0.7, 0.3], [0.8, -0.2, 0.1], [-0.2, -0.1, 0.3], [0.1, 0.0, -0.4], [-0.8, 0.4, 0.4], [0.3, 1.1, 0.1], [-0.3, 0.6, 0.5], [-0.6, -0.1, -0.3], [1.6, 0.7, 0.0], [-0.3, 0.5, -0.3], [0.3, -0.3, -0.4], [-0.4, -0.5, -0.5], [-0.1, -0.6, 1.4], [0.4, -0.3, -0.6], [0.0, 0.5, -0.2], [0.1, -0.4, 0.3], [0.3, 0.2, -0.4], [-0.8, -0.3, 0.4], [-0.5, -0.1, -0.2], [0.2, -1.1, 0.0], [-0.3, 0.3, 0.1], [0.4, 0.5, -0.4], [0.0, -0.1, 0.4], [0.4, 0.6, 1.0], [-0.4, 0.0, -0.2], [0.2, 0.1, -0.4], [-0.2, 0.1, 0.2], [-0.2, -0.2, -0.6], [-0.1, 0.7, -1.0], [-0.2, -0.4, 1.5], [0.9, -2.2, -1.6], [-1.6, 0.2, -0.1], [0.5, -0.3, -0.7], [-0.6, 0.2, 0.2], [1.0, 0.2, -0.3], [-0.4, -0.3, 0.3], [0.1, -0.6, -0.1], [0.5, 0.3, 0.0], [0.0, 1.0, 0.1], [-0.8, 0.3, -0.5], [0.3, 0.5, 1.5], [1.2, -0.3, -0.9], [-0.3, 0.1, 0.3], [0.2, 0.3, 0.0], [0.0, -0.2, 0.1], [-0.2, 0.2, 0.6], [-0.3, 0.7, 0.6], [0.1, 0.0, 0.0], [-0.2, -0.5, -0.3], [-0.2, -0.1, 0.5]],
  "lowdin_charge": [0.052, -0.163, -0.089, -0.166, -0.174, 0.148, 0.095, 0.101, 0.106, 0.105, 0.019, -0.161, -0.114, -0.111, -0.168, 0.153, 0.093, 0.098, 0.098, 0.114, 0.005, -0.110, -0.098, -0.117, -0.155, 0.129, 0.081, 0.066, 0.093, 0.104, 0.026, -0.143, -0.104, -0.131, -0.110, 0.097, 0.081, 0.090, 0.090, 0.100, 0.024, -0.149, -0.105, -0.105, -0.203, 0.120, 0.107, 0.092, 0.099, 0.111, 0.021, -0.138, -0.112, -0.133, -0.130, 0.101, 0.108, 0.088, 0.081, 0.093, 0.036, -0.149, -0.124, -0.128, -0.164, 0.081, 0.104, 0.098, 0.091, 0.103, 0.016, -0.119, -0.110, -0.090, -0.179, 0.085, 0.096, 0.082, 0.088, 0.061, 0.032, -0.154, -0.116, -0.102, -0.152, 0.073, 0.108, 0.099, 0.095, 0.100, 0.028, -0.128, -0.153, -0.126, -0.104, 0.130, 0.106, 0.098, 0.095, 0.097, 0.017, -0.148, -0.123, -0.091, -0.145, 0.157, 0.110, 0.057, 0.087, 0.100, -0.050, -0.190, -0.209, -0.198, -0.078, -0.270, -0.046, 0.042, 0.065, 0.047, 0.098, 0.084, 0.093, 0.106, 0.052, 0.062, 0.057, 0.103, 0.096, 0.053, 0.059, 0.063, -0.075, -0.243, -0.202, -0.258, -0.083, -0.230, -0.079, 0.075, 0.074, 0.049, 0.108, 0.114, 0.094, 0.101, 0.063, 0.076, 0.042, 0.110, 0.114, 0.040, 0.084, 0.064, -0.082, -0.214, -0.185, -0.277, -0.087, -0.277, -0.089, 0.069, 0.052, 0.055, 0.098, 0.108, 0.091, 0.101, 0.055, 0.082, 0.060, 0.108, 0.111, 0.067, 0.079, 0.074]
}